<i>
Here is a structure of composition C3H9N3O2 from the Open Molecules 2025 dataset. Energies are from wB97M-V/def2-TZVPD.

```
! RIJCOSX wB97M-V def2-TZVPD def2/J DEFGRID3
* xyz 0 1
C 1.65171 0.66437 -0.49143
C 1.25187 -1.74427 -0.18275
N 0.75019 -0.39380 -0.11717
H -0.14378 -0.17195 0.63321
H 1.06442 1.52452 -0.83213
H 2.34540 0.36353 -1.28544
H 2.24641 0.97955 0.37235
H 0.44387 -2.44985 0.01824
H 1.66167 -1.96650 -1.17743
H 2.04986 -1.90104 0.55041
C -1.75596 0.15781 0.80941
N -2.19253 1.43969 0.93877
N -1.24391 -0.26075 -1.00934
O -1.26854 0.64771 -1.76634
O -2.09477 -0.72764 1.57766
H -2.06104 2.11162 0.20105
H -2.70488 1.72700 1.76093
*
```

Calculated values
HOMO-LUMO gap (alpha / beta)   8.49 / 8.49 eV
E_LUMO (alpha / beta)   0.014 / 0.014 Ha

=====

<ii>
Here is a cluster of 2 separate species, C3H9N3O2 in total from the Open Molecules 2025 dataset. Energies are from wB97M-V/def2-TZVPD.

```
! RIJCOSX wB97M-V def2-TZVPD def2/J DEFGRID3
* xyz 0 1
H 0.93125 -0.98968 0.26430
N 0.01653 -1.37293 -0.01798
C -0.26048 -0.93348 -1.20554
C 0.67390 -0.24211 -2.13576
O -1.36338 -1.42814 -1.77874
H 1.00071 -0.93862 -2.91220
H 1.54994 0.12316 -1.59381
H 0.15627 0.59999 -2.60216
H -1.77506 -2.02724 -1.13445
N 1.04589 0.88759 1.82082
C -0.17346 1.30571 1.41244
N -1.18451 0.48014 1.76674
O -0.34507 2.33890 0.76601
H 1.05710 0.30499 2.64703
H 1.76126 1.59964 1.73879
H -2.08438 0.79006 1.42178
H -1.00651 -0.49799 1.54273
*
```

Calculated values
SMILES   [H]/N=C(\C)O.NC(N)=O
HOMO-LUMO gap   10.37 eV
E_LUMO   0.027 Ha

=====

Most stable: <ii>

=====

<i>
Here is an isolated molecule of C22H23N3O4S from the Open Molecules 2025 dataset. Energies are from wB97M-V/def2-TZVPD.

```
! RIJCOSX wB97M-V def2-TZVPD def2/J DEFGRID3
* xyz 0 1
C 2.37225 2.59216 -0.83620
N 1.76929 2.60951 0.47456
C 2.68703 2.48773 1.59698
C 2.84514 0.99916 1.95796
O 3.79837 0.34336 1.60330
N 1.79929 0.52985 2.66784
C 1.61142 -0.84877 2.96038
C 1.71842 -1.28759 4.25400
C 1.53173 -2.64222 4.56265
C 1.23735 -3.54108 3.57667
C 1.10558 -3.12250 2.23644
C 0.77841 -4.02367 1.20109
C 0.63008 -3.59069 -0.08663
C 0.80627 -2.23492 -0.40593
C 1.13577 -1.34195 0.57522
C 1.29524 -1.75303 1.91394
C 0.44948 2.62468 0.73464
O 0.01398 2.61057 1.88046
C -0.49985 2.63297 -0.42337
C -1.41266 3.67204 -0.56852
C -2.36964 3.63388 -1.57055
C -2.44454 2.54135 -2.41971
C -1.54897 1.50296 -2.25423
S -1.66408 0.06352 -3.31289
O -0.48589 -0.73981 -3.12450
O -1.98969 0.48640 -4.64184
N -3.02848 -0.68067 -2.65784
C -3.74746 -1.51625 -3.59494
C -2.74084 -1.31474 -1.39212
C -0.57789 1.53584 -1.27598
H 3.10888 3.39592 -0.90580
H 1.62035 2.73751 -1.60711
H 2.88370 1.64100 -1.00443
H 3.65756 2.89257 1.31014
H 2.27998 3.04364 2.44504
H 1.03766 1.16739 2.87912
H 1.95488 -0.58368 5.03791
H 1.62849 -2.96595 5.58826
H 1.09682 -4.58671 3.80969
H 0.64384 -5.06694 1.44971
H 0.37779 -4.28919 -0.87113
H 0.67377 -1.90499 -1.42643
H 1.28330 -0.29998 0.33537
H -1.36588 4.51076 0.10966
H -3.06275 4.45358 -1.68145
H -3.17742 2.47737 -3.20732
H -3.76642 -0.99312 -4.54759
H -4.76614 -1.66096 -3.23443
H -3.26767 -2.49212 -3.72970
H -2.26566 -0.58562 -0.73889
H -3.67561 -1.64232 -0.93884
H -2.07101 -2.17424 -1.50606
H 0.09645 0.69798 -1.19657
*
```

Calculated values
SMILES   CN(CC(=O)Nc1cccc2ccccc12)C(=O)c1cccc(S(=O)(=O)N(C)C)c1
HOMO-LUMO gap   8.57 eV
E_LUMO   0.011 Ha

=====

<ii>
Here is an isolated molecule of C22H23N3O4S from the Open Molecules 2025 dataset. Energies are from wB97M-V/def2-TZVPD.

```
! RIJCOSX wB97M-V def2-TZVPD def2/J DEFGRID3
* xyz 0 1
C -2.42125 2.01475 -1.74620
O -1.44841 2.86959 -1.18545
C -1.78501 3.41421 0.06165
C -1.69630 2.40250 1.21883
N -0.39688 1.76370 1.21920
C -0.22447 0.53206 0.69664
O -1.13922 -0.17713 0.31512
C 1.22569 0.09373 0.68570
C 1.44799 -1.21138 1.46322
C 1.41835 -2.46642 0.58031
O 2.33442 -3.25551 0.58515
N 0.28484 -2.56839 -0.15723
C -0.07362 -3.55863 -1.06823
C -1.30063 -3.40993 -1.71963
C -1.72900 -4.34384 -2.63698
C -0.94006 -5.45721 -2.93172
C -1.33022 -6.50283 -3.90570
C -2.66352 -6.33747 -4.59784
O -0.61318 -7.45165 -4.13929
C 0.28476 -5.59588 -2.27487
C 0.72126 -4.66711 -1.35512
S 2.17723 1.48447 1.38346
C 0.71014 2.45406 1.67424
N 0.57975 3.56561 2.23974
C 1.58398 4.38788 2.71559
C 2.79850 4.57183 2.05600
C 3.72921 5.45857 2.56284
C 3.46736 6.16180 3.72672
C 2.25713 5.98750 4.37971
C 1.31378 5.11571 3.87477
H -2.48752 1.06304 -1.20959
H -2.10124 1.82449 -2.76872
H -3.40633 2.49458 -1.75604
H -2.79829 3.84051 0.04637
H -1.06075 4.21375 0.23632
H -2.44065 1.61139 1.10814
H -1.83049 2.92523 2.16633
H 1.55725 -0.02798 -0.35078
H 2.43111 -1.18713 1.93651
H 0.69493 -1.31447 2.24915
H -0.40724 -1.82435 -0.05249
H -1.91380 -2.54842 -1.49507
H -2.68132 -4.19799 -3.12206
H -2.81845 -7.17260 -5.27614
H -2.67962 -5.40832 -5.16312
H -3.46668 -6.31623 -3.86465
H 0.89014 -6.45929 -2.50678
H 1.66825 -4.78989 -0.85707
H 2.99703 4.04041 1.13752
H 4.66604 5.60001 2.04456
H 4.20113 6.84883 4.12045
H 2.04664 6.53908 5.28407
H 0.36726 4.97074 4.37248
*
```

Calculated values
SMILES   COCCN1C(=O)[C@H](CC(=O)Nc2ccc(C(C)=O)cc2)S/C1=N\c1ccccc1
HOMO-LUMO gap   8.97 eV
E_LUMO   0.012 Ha

=====

Most stable: <ii>

=====

<i>
Here is a cluster of 2 separate species, C2H8O2S in total from the Open Molecules 2025 dataset. Energies are from wB97M-V/def2-TZVPD.

```
! RIJCOSX wB97M-V def2-TZVPD def2/J DEFGRID3
* xyz 0 1
C -0.31204 0.49331 1.19630
O -0.24937 -0.20376 0.04657
C 0.64440 -1.26521 0.11898
S 0.31761 -2.52944 1.36176
H -0.86048 -0.04567 1.98707
H -0.85304 1.42666 0.96652
H 0.69020 0.75225 1.57718
H 0.53088 -1.74726 -0.87106
H 1.69769 -0.93855 0.21548
H -0.83643 -2.83767 0.73272
O -0.39063 2.37447 -2.81418
H -0.51141 1.55215 -2.28743
H 0.13259 2.96870 -2.22989
*
```

Calculated values
SMILES   COCS.O
HOMO-LUMO gap   10.37 eV
E_LUMO   0.025 Ha

=====

<ii>
Here is a cluster of 2 separate species, C2H8O2S in total from the Open Molecules 2025 dataset. Energies are from wB97M-V/def2-TZVPD.

```
! RIJCOSX wB97M-V def2-TZVPD def2/J DEFGRID3
* xyz 0 1
O 0.61857 0.00589 -0.14854
C -0.07301 1.22127 -0.18513
C -1.37226 1.13907 0.62484
S -2.39077 -0.07045 -0.32876
H 1.51619 0.13696 -0.51935
H 0.52014 2.03707 0.27104
H -0.31463 1.52065 -1.22312
H -1.20089 0.73403 1.64073
H -1.84163 2.13561 0.73458
H -1.49470 -1.02835 -0.64813
O 2.02655 -2.99679 -0.18012
H 1.52552 -2.59996 0.56805
H 2.48095 -2.23500 -0.60608
*
```

Calculated values
SMILES   OCCS.O
HOMO-LUMO gap   9.39 eV
E_LUMO   0.014 Ha

=====

Most stable: <ii>

=====

<i>
Here is a cluster of 2 separate species, C11H12NO2 in total from the Open Molecules 2025 dataset. Energies are from wB97M-V/def2-TZVPD.

```
! RIJCOSX wB97M-V def2-TZVPD def2/J DEFGRID3
* xyz -1 1
C 2.56154 -0.76266 -2.44349
C 0.49717 0.26753 -1.36568
C 0.58530 -0.58090 0.66482
C 1.60659 -0.50281 -1.36338
C 1.76244 -0.98527 0.00556
C 0.54254 -0.85950 2.04484
C 1.49948 -1.64170 2.59315
C 2.81294 -1.65599 0.60437
C 2.66528 -2.11591 1.93525
N -0.18133 0.20594 -0.15096
H -1.16319 0.50188 -0.02210
H 0.04027 0.82909 -2.16563
H -0.18330 -0.32279 2.64983
H 3.59388 -0.48835 -2.17913
H 2.31003 -0.31932 -3.40859
H 1.56721 -1.82666 3.66706
H 3.78500 -1.79231 0.15093
H 3.42056 -2.75933 2.34325
H 2.74644 -1.81679 -2.72093
C -2.68678 3.02819 -0.70014
C -3.37877 1.72016 -0.34544
O -2.80912 0.65267 -0.72999
O -4.49804 1.85685 0.19446
H -2.68082 3.65698 0.20438
H -3.33899 3.59826 -1.37000
H -1.67644 3.02109 -1.10561
*
```

Calculated values
HOMO-LUMO gap   7.91 eV
E_LUMO   0.117 Ha

=====

<ii>
Here is a cluster of 2 separate species, C11H12NO2 in total from the Open Molecules 2025 dataset. Energies are from wB97M-V/def2-TZVPD.

```
! RIJCOSX wB97M-V def2-TZVPD def2/J DEFGRID3
* xyz -1 1
C -0.92914 0.59649 -3.17426
C 0.73047 0.79779 -1.22703
C 0.00612 -0.77461 0.12853
C -0.32657 0.16651 -1.91905
C -0.82392 -0.84537 -1.06646
C -0.20263 -1.69963 1.21367
C -0.95864 -2.86355 0.99234
C -1.78180 -1.90375 -1.09838
C -1.75502 -2.85960 -0.13990
N 1.00411 0.11602 -0.05591
H 1.81397 0.44568 0.60029
H 1.22787 1.68809 -1.45470
H 0.37337 -1.54076 2.13157
H -1.42207 -0.32050 -3.52844
H -0.37188 0.93859 -4.12764
H -0.99822 -3.61120 1.75956
H -2.50862 -1.80068 -1.89275
H -2.38241 -3.71688 -0.40790
H -1.55482 1.43969 -3.06307
C 0.98136 2.34422 2.64071
C 2.34125 2.15287 1.96222
O 2.64989 0.94411 1.76842
O 2.91722 3.18821 1.63912
H 1.12716 2.34791 3.70553
H 0.36289 1.49874 2.35700
H 0.48008 3.27162 2.25655
*
```

Calculated values
HOMO-LUMO gap   7.87 eV
E_LUMO   0.123 Ha

=====

Most stable: <i>